Record 1
Computed, not measured: a structure of composition C34H36I2N9O6PtS2, with ωB97M-V/def2-TZVPD.

The geometry in XYZ format:
```
90
C34H36I2N9O6PtS2, DFT ωB97M-V/def2-TZVPD
Pt 1.33 0.63 -0.48
I 3.69 5.40 0.58
C 4.39 3.83 -0.56
C 5.59 3.92 -1.24
C 6.07 2.87 -2.00
I 7.89 3.09 -2.91
C 5.30 1.65 -2.16
C 5.70 0.55 -2.93
C 4.87 -0.54 -3.04
C 3.64 -0.52 -2.40
N 3.24 0.50 -1.66
C 4.06 1.57 -1.52
C 3.60 2.63 -0.62
O 2.56 2.46 0.06
H 6.17 4.83 -1.16
H 6.66 0.56 -3.42
H 5.16 -1.40 -3.64
H 2.94 -1.34 -2.52
C -7.46 -0.39 2.88
C -6.05 -0.58 2.30
S -6.07 -1.96 1.20
O -6.84 -1.61 0.03
O -6.33 -3.15 1.95
C -4.37 -2.10 0.62
C -4.17 -1.30 -0.66
N -2.72 -1.13 -0.98
C -1.92 -0.19 -0.44
N -0.72 -0.22 -1.01
C -0.74 -1.21 -1.96
C -1.97 -1.77 -1.94
N -2.35 -2.96 -2.68
O -3.50 -3.29 -2.74
O -1.40 -3.59 -3.15
C -2.39 0.76 0.61
H -7.46 0.46 3.57
H -7.77 -1.27 3.44
H -8.19 -0.19 2.10
H -5.32 -0.81 3.07
H -5.74 0.29 1.71
H -4.25 -3.17 0.45
H -3.72 -1.79 1.43
H -4.62 -0.31 -0.62
H -4.63 -1.81 -1.50
H 0.08 -1.42 -2.62
H -2.62 0.24 1.54
H -3.29 1.28 0.28
H -1.63 1.51 0.81
N 0.60 0.77 1.58
C 0.68 0.76 2.73
C 0.75 0.73 4.16
C 1.10 1.90 4.85
C 1.15 1.87 6.23
C 0.85 0.70 6.91
C 0.49 -0.46 6.22
C 0.44 -0.45 4.84
H 1.33 2.80 4.30
H 1.42 2.76 6.78
H 0.88 0.68 7.99
H 0.26 -1.37 6.76
H 0.16 -1.34 4.29
S 1.43 -1.98 0.19
C 2.14 -3.33 -0.70
N 1.55 -3.85 -1.75
C 2.08 -5.07 -2.42
C 2.76 -5.94 -1.39
C 3.84 -5.14 -0.68
N 3.27 -3.84 -0.23
H 0.64 -3.53 -2.04
H 2.76 -4.78 -3.21
H 1.23 -5.57 -2.88
H 3.22 -6.80 -1.87
H 2.03 -6.31 -0.67
H 4.69 -4.94 -1.33
H 4.20 -5.65 0.21
H 3.68 -3.39 0.58
N -2.12 6.23 -0.62
C -1.74 4.98 -0.28
O -1.96 4.47 0.80
C -1.01 4.17 -1.32
C -1.17 4.26 -2.70
C -0.52 3.34 -3.52
C 0.23 2.35 -2.94
N 0.39 2.27 -1.61
C -0.20 3.17 -0.82
H -2.63 6.77 0.06
H -1.87 6.66 -1.49
H -1.80 5.02 -3.14
H -0.63 3.38 -4.59
H 0.73 1.59 -3.54
H -0.06 3.09 0.25
```

Results
Charge = +3
Strongest force on any atom = 0.013 hartree/bohr
Kohn-Sham gap (alpha / beta) = 7.27 / 4.69 eV
Lowest unoccupied orbital energy (alpha / beta) = -8.154 / -11.296 eV
Spin multiplicity = 5
Energy above the lowest of the compared OMol25 structures with the same formula, charge and spin = 92.73 kJ/mol

=====

Record 2
Computed, not measured: a structure of composition C14H17FN3O5RhSi, with ωB97M-V/def2-TZVPD.

The geometry in XYZ format:
```
42
C14H17FN3O5RhSi, DFT ωB97M-V/def2-TZVPD
Rh -0.41 0.83 0.71
O -6.12 2.95 -0.24
C -5.05 2.53 -0.04
C -4.30 1.27 -0.80
O -4.92 0.66 -1.64
C -3.02 1.23 -0.20
C -2.79 2.29 0.84
O -1.69 2.36 1.44
C -3.89 3.15 1.02
O -4.19 4.11 1.68
O -2.11 0.41 -0.46
C 0.87 1.74 -1.82
Si 1.46 -0.03 -1.60
C 0.90 -1.04 -3.08
C 3.33 -0.02 -1.44
N 0.73 -0.57 -0.14
C 0.74 -1.83 0.40
C 1.49 -2.91 -0.10
C 1.45 -4.17 0.49
C 0.68 -4.43 1.61
C -0.07 -3.38 2.14
C -0.01 -2.15 1.54
F -0.79 -1.14 2.10
H 1.36 2.19 -2.69
H 1.12 2.39 -0.97
H -0.21 1.79 -2.01
H 1.22 -0.58 -4.02
H -0.19 -1.09 -3.08
H 1.29 -2.06 -3.06
H 3.82 0.36 -2.34
H 3.72 -1.02 -1.25
H 3.63 0.62 -0.61
H 2.10 -2.75 -0.97
H 2.05 -4.96 0.06
H 0.65 -5.41 2.06
H -0.70 -3.52 3.00
N 1.40 2.74 1.97
N 1.14 1.33 2.01
H 1.94 3.02 2.78
H 0.50 3.21 2.02
H 0.88 1.02 2.94
H 1.98 0.84 1.74
```

Results
Strongest force on any atom = 0.013 hartree/bohr
Kohn-Sham gap (alpha / beta) = 6.75 / 4.57 eV
Lowest unoccupied orbital energy (alpha / beta) = -0.566 / -2.889 eV
Spin multiplicity = 5
Energy above the lowest of the compared OMol25 structures with the same formula, charge and spin = 0.00 kJ/mol

=====

Record 3
Computed, not measured: a structure of composition C33H24ClN5O3Ti, with ωB97M-V/def2-TZVPD.

The geometry in XYZ format:
```
67
C33H24ClN5O3Ti, DFT ωB97M-V/def2-TZVPD
Ti -0.03 -0.28 0.44
C -4.29 -0.52 1.94
C -4.11 -0.44 3.31
C -2.83 -0.30 3.82
C -1.77 -0.23 2.93
N -1.94 -0.31 1.60
C -3.17 -0.45 1.13
C -0.34 -0.15 3.41
C 0.04 0.01 4.73
C 1.40 0.03 5.03
C 2.34 -0.16 4.02
C 1.89 -0.35 2.73
N 0.58 -0.31 2.46
C 2.76 -0.70 1.56
C 4.13 -0.84 1.65
C 4.82 -1.29 0.53
C 4.12 -1.60 -0.62
C 2.75 -1.43 -0.63
N 2.09 -0.97 0.42
H -5.27 -0.64 1.50
H -4.95 -0.50 3.99
H -2.67 -0.24 4.89
H -3.26 -0.51 0.05
H -0.69 0.13 5.52
H 1.73 0.17 6.05
H 3.40 -0.18 4.25
H 4.65 -0.61 2.56
H 5.90 -1.41 0.57
H 4.62 -1.98 -1.50
H 2.15 -1.63 -1.51
Cl -4.27 -5.29 -2.84
C -3.11 -4.35 -1.95
C -2.52 -4.89 -0.81
C -1.59 -4.16 -0.10
C -1.23 -2.86 -0.50
O -0.33 -2.20 0.18
C -1.84 -2.32 -1.65
C -1.55 -1.01 -2.17
N -0.85 -0.09 -1.60
C -0.76 1.15 -2.31
C -1.86 1.95 -2.47
C -1.75 3.20 -3.11
C -0.54 3.63 -3.57
C 0.61 2.82 -3.41
C 1.89 3.23 -3.87
C 2.96 2.40 -3.68
C 2.74 1.15 -3.05
N 1.58 0.73 -2.63
C 0.51 1.56 -2.79
C -2.77 -3.09 -2.38
H -2.79 -5.88 -0.49
H -1.12 -4.58 0.78
H -1.97 -0.79 -3.15
H -2.81 1.63 -2.06
H -2.63 3.82 -3.22
H -0.44 4.60 -4.05
H 2.00 4.19 -4.35
H 3.95 2.67 -4.01
H 3.58 0.48 -2.91
H -3.22 -2.68 -3.27
C 1.09 3.93 0.73
O 1.66 2.63 0.43
C 0.82 1.61 0.37
O -0.39 1.79 0.66
H 1.94 4.60 0.81
H 0.53 3.89 1.67
H 0.43 4.23 -0.08
```

Results
Charge = +1
Strongest force on any atom = 0.015 hartree/bohr
Kohn-Sham gap (alpha / beta) = 6.59 / 7.02 eV
Lowest unoccupied orbital energy (alpha / beta) = -3.268 / -3.287 eV
Spin multiplicity = 2
Energy above the lowest of the compared OMol25 structures with the same formula, charge and spin = 0.00 kJ/mol

=====

Repeat the first record exactly.
Computed, not measured: a structure of composition C34H36I2N9O6PtS2, with ωB97M-V/def2-TZVPD.

The geometry in XYZ format:
```
90
C34H36I2N9O6PtS2, DFT ωB97M-V/def2-TZVPD
Pt 1.33 0.63 -0.48
I 3.69 5.40 0.58
C 4.39 3.83 -0.56
C 5.59 3.92 -1.24
C 6.07 2.87 -2.00
I 7.89 3.09 -2.91
C 5.30 1.65 -2.16
C 5.70 0.55 -2.93
C 4.87 -0.54 -3.04
C 3.64 -0.52 -2.40
N 3.24 0.50 -1.66
C 4.06 1.57 -1.52
C 3.60 2.63 -0.62
O 2.56 2.46 0.06
H 6.17 4.83 -1.16
H 6.66 0.56 -3.42
H 5.16 -1.40 -3.64
H 2.94 -1.34 -2.52
C -7.46 -0.39 2.88
C -6.05 -0.58 2.30
S -6.07 -1.96 1.20
O -6.84 -1.61 0.03
O -6.33 -3.15 1.95
C -4.37 -2.10 0.62
C -4.17 -1.30 -0.66
N -2.72 -1.13 -0.98
C -1.92 -0.19 -0.44
N -0.72 -0.22 -1.01
C -0.74 -1.21 -1.96
C -1.97 -1.77 -1.94
N -2.35 -2.96 -2.68
O -3.50 -3.29 -2.74
O -1.40 -3.59 -3.15
C -2.39 0.76 0.61
H -7.46 0.46 3.57
H -7.77 -1.27 3.44
H -8.19 -0.19 2.10
H -5.32 -0.81 3.07
H -5.74 0.29 1.71
H -4.25 -3.17 0.45
H -3.72 -1.79 1.43
H -4.62 -0.31 -0.62
H -4.63 -1.81 -1.50
H 0.08 -1.42 -2.62
H -2.62 0.24 1.54
H -3.29 1.28 0.28
H -1.63 1.51 0.81
N 0.60 0.77 1.58
C 0.68 0.76 2.73
C 0.75 0.73 4.16
C 1.10 1.90 4.85
C 1.15 1.87 6.23
C 0.85 0.70 6.91
C 0.49 -0.46 6.22
C 0.44 -0.45 4.84
H 1.33 2.80 4.30
H 1.42 2.76 6.78
H 0.88 0.68 7.99
H 0.26 -1.37 6.76
H 0.16 -1.34 4.29
S 1.43 -1.98 0.19
C 2.14 -3.33 -0.70
N 1.55 -3.85 -1.75
C 2.08 -5.07 -2.42
C 2.76 -5.94 -1.39
C 3.84 -5.14 -0.68
N 3.27 -3.84 -0.23
H 0.64 -3.53 -2.04
H 2.76 -4.78 -3.21
H 1.23 -5.57 -2.88
H 3.22 -6.80 -1.87
H 2.03 -6.31 -0.67
H 4.69 -4.94 -1.33
H 4.20 -5.65 0.21
H 3.68 -3.39 0.58
N -2.12 6.23 -0.62
C -1.74 4.98 -0.28
O -1.96 4.47 0.80
C -1.01 4.17 -1.32
C -1.17 4.26 -2.70
C -0.52 3.34 -3.52
C 0.23 2.35 -2.94
N 0.39 2.27 -1.61
C -0.20 3.17 -0.82
H -2.63 6.77 0.06
H -1.87 6.66 -1.49
H -1.80 5.02 -3.14
H -0.63 3.38 -4.59
H 0.73 1.59 -3.54
H -0.06 3.09 0.25
```

Results
Charge = +3
Strongest force on any atom = 0.013 hartree/bohr
Kohn-Sham gap (alpha / beta) = 7.27 / 4.69 eV
Lowest unoccupied orbital energy (alpha / beta) = -8.154 / -11.296 eV
Spin multiplicity = 5
Energy above the lowest of the compared OMol25 structures with the same formula, charge and spin = 92.73 kJ/mol